[1]
Here is a molecular structure, C26H45AuBN7O2 from the OMol25 dataset. Energies are from ωB97M-V with the def2-TZVPD basis set.

Geometry as ORCA input:
```
! RIJCOSX wB97M-V def2-TZVPD def2/J DEFGRID3
* xyz 2 3
Au -0.134 0.050 0.460
C -1.981 -0.224 -4.622
C -2.182 -0.295 -3.141
C -3.242 -0.825 -2.439
C -2.982 -0.594 -1.080
N -1.814 0.038 -0.985
N -1.307 0.212 -2.248
B -0.063 1.106 -2.475
N -0.038 2.252 -1.444
N -0.040 2.027 -0.095
C -0.024 3.193 0.543
C -0.013 4.209 -0.423
C -0.025 3.590 -1.651
C -0.028 4.206 -3.013
C -0.028 3.358 2.046
C -0.042 2.018 2.786
C 1.231 4.139 2.447
C -1.281 4.154 2.438
N 1.288 0.263 -2.297
N 1.815 0.068 -1.039
C 3.026 -0.541 -1.125
C 3.310 -0.701 -2.455
C 2.153 -0.162 -3.191
C 1.960 -0.082 -4.644
C 3.884 -0.864 0.074
C 5.235 -0.149 -0.100
C 4.107 -2.383 0.135
C 3.216 -0.386 1.364
C -3.907 -0.863 0.091
C -5.269 -0.231 -0.237
C -3.390 -0.259 1.398
C -4.078 -2.379 0.260
H -2.859 -0.615 -5.128
H -1.119 -0.818 -4.938
H -1.822 0.802 -4.959
H -4.123 -1.285 -2.862
H -0.069 1.546 -3.588
H -0.004 5.273 -0.243
H -0.021 5.288 -2.920
H -0.913 3.915 -3.579
H 0.851 3.909 -3.588
H 0.859 1.425 2.569
H -0.942 1.436 2.554
H -0.050 2.194 3.862
H 2.138 3.591 2.173
H 1.239 4.296 3.528
H 1.265 5.116 1.962
H -2.192 3.613 2.166
H -1.304 5.128 1.946
H -1.289 4.319 3.518
H 4.204 -1.118 -2.899
H 2.852 -0.407 -5.173
H 1.710 0.940 -4.940
H 1.117 -0.713 -4.945
H 5.795 -0.551 -0.949
H 5.842 -0.294 0.795
H 5.101 0.924 -0.250
H 4.553 -2.760 -0.790
H 3.162 -2.907 0.302
H 4.785 -2.617 0.956
H 3.085 0.701 1.372
H 3.841 -0.657 2.215
H 2.239 -0.860 1.513
H -5.166 0.838 -0.433
H -5.948 -0.362 0.608
H -5.725 -0.698 -1.112
H -3.229 0.820 1.301
H -2.462 -0.732 1.723
H -4.129 -0.419 2.186
H -4.418 -2.848 -0.667
H -4.818 -2.587 1.037
H -3.131 -2.838 0.562
N 0.541 -5.229 0.180
C -0.246 -4.253 1.002
C 0.135 -2.871 0.478
O -0.339 -1.916 1.161
O 0.853 -2.835 -0.532
H -0.038 -5.923 -0.286
H 1.261 -5.714 0.709
H 0.970 -4.596 -0.521
H -0.030 -4.350 2.061
H -1.309 -4.411 0.840
*
```

HOMO-LUMO gap (alpha / beta)	9.1 / 5.2	eV

Atom charges from the Mulliken analysis, given in e for atoms 1 to 5: 0.885 -1.347 0.406 -1.197 -0.475

=====

[2]
Here is a molecular structure, C26H45ClNPPrS at a distorted geometry from the OMol25 dataset. Energies are from ωB97M-V with the def2-TZVPD basis set.

Geometry as ORCA input:
```
! RIJCOSX wB97M-V def2-TZVPD def2/J DEFGRID3
* xyz -1 3
Pr 0.000 0.000 0.000
P -0.923 -2.022 0.781
Cl 1.900 -0.683 1.263
C 0.703 -0.845 -1.459
H 0.282 -0.864 -2.469
H 1.687 -1.320 -1.356
C -0.991 -1.730 2.615
C 0.278 -3.412 0.472
C -1.814 -2.688 3.491
H 0.072 -1.822 2.879
C -1.609 -2.353 4.977
H -2.880 -2.586 3.250
H -1.538 -3.729 3.300
C -1.987 -0.897 5.277
H -2.203 -3.038 5.595
H -0.555 -2.518 5.239
C -1.202 0.070 4.383
H -3.064 -0.762 5.101
H -1.806 -0.668 6.334
C -1.390 -0.267 2.899
H -1.512 1.105 4.569
H -0.132 0.008 4.620
H -2.435 -0.101 2.606
H -0.768 0.423 2.305
C -2.574 -2.663 0.180
C 0.137 -3.996 -0.945
H 1.222 -2.853 0.503
C 1.337 -4.899 -1.263
H -0.785 -4.584 -1.037
H 0.072 -3.184 -1.679
C 1.481 -6.009 -0.213
H 1.224 -5.330 -2.264
H 2.250 -4.288 -1.275
C 1.598 -5.420 1.198
H 0.601 -6.667 -0.261
H 2.355 -6.631 -0.437
C 0.401 -4.516 1.536
H 1.675 -6.223 1.942
H 2.519 -4.826 1.268
H -0.510 -5.123 1.591
H 0.554 -4.066 2.522
C -3.759 -1.733 0.502
H -2.442 -2.672 -0.914
C -5.037 -2.201 -0.208
H -3.926 -1.728 1.586
H -3.539 -0.707 0.207
C -5.387 -3.647 0.157
H -5.866 -1.529 0.046
H -4.887 -2.124 -1.295
C -4.202 -4.578 -0.120
H -5.644 -3.699 1.224
H -6.273 -3.978 -0.399
C -2.935 -4.103 0.606
H -4.439 -5.603 0.189
H -4.006 -4.609 -1.202
H -3.108 -4.131 1.687
H -2.115 -4.791 0.396
C -2.078 1.206 -0.468
C -1.839 0.387 -1.554
H -2.543 0.786 0.420
C -1.493 0.967 -2.902
H -2.197 -0.638 -1.543
C -0.980 2.406 -2.798
H -0.767 0.332 -3.424
H -2.404 0.937 -3.521
C -1.969 3.248 -1.986
H -0.004 2.408 -2.300
H -0.849 2.826 -3.801
C -2.120 2.712 -0.552
H -1.647 4.294 -1.952
H -2.945 3.230 -2.491
H -1.347 3.138 0.094
H -3.088 3.022 -0.135
S 2.961 3.768 -1.182
C 1.989 2.531 -0.794
N 1.200 1.527 -0.479
*
```

HOMO-LUMO gap (alpha / beta)	5.2 / 5.9	eV

Atom charges from the Mulliken analysis, given in e for atoms 1 to 5: -0.742 0.239 -0.454 -0.370 -0.019

=====

[3]
Here is a molecular structure, C26H45F5FeP2 at a distorted geometry from the OMol25 dataset. Energies are from ωB97M-V with the def2-TZVPD basis set.

Geometry as ORCA input:
```
! RIJCOSX wB97M-V def2-TZVPD def2/J DEFGRID3
* xyz 1 6
Fe -1.826 -1.000 -1.281
C 2.231 0.113 -1.924
C 1.086 0.255 -2.764
C 1.277 2.172 -1.485
C 2.356 1.302 -1.143
C 0.481 1.522 -2.485
C 3.153 -1.030 -1.935
H 2.608 -1.983 -2.012
H 3.763 -1.061 -1.024
H 3.845 -0.984 -2.794
C 3.432 1.638 -0.201
H 4.093 0.779 -0.020
H 3.035 1.961 0.774
H 4.060 2.462 -0.580
C 1.087 3.534 -0.979
H 1.613 4.276 -1.606
H 1.487 3.648 0.039
H 0.025 3.819 -0.969
C -0.688 2.081 -3.165
H -0.425 2.481 -4.161
H -1.133 2.903 -2.588
H -1.473 1.321 -3.324
C 0.675 -0.686 -3.811
H 1.317 -0.608 -4.705
H -0.357 -0.499 -4.141
H 0.733 -1.732 -3.466
C -1.667 -2.249 0.042
C -0.912 -2.552 -1.228
C -1.482 -3.436 -2.291
C -2.496 -2.687 -3.234
C -2.880 -1.337 -2.704
C -3.632 -1.195 -1.412
C -4.107 -2.396 -0.626
C -2.982 -2.934 0.327
H -1.967 -4.324 -1.854
H -3.380 -3.328 -3.399
H -0.642 -3.793 -2.907
H -2.904 -4.032 0.229
H -1.079 -1.977 0.931
H 0.179 -2.402 -1.221
H -3.271 -2.728 1.371
H -4.964 -2.079 -0.009
H -4.240 -0.288 -1.263
H -4.470 -3.205 -1.282
H -2.023 -2.539 -4.219
H -2.937 -0.515 -3.433
P 2.044 -1.327 1.995
C 3.768 -1.220 2.632
H 3.953 -2.021 3.359
H 3.917 -0.242 3.109
H 4.470 -1.309 1.793
C 1.199 -1.457 3.622
H 1.706 -2.196 4.257
H 0.154 -1.752 3.466
H 1.219 -0.475 4.114
C 2.064 -3.110 1.531
H 1.046 -3.431 1.275
H 2.455 -3.720 2.358
H 2.701 -3.239 0.645
P -1.845 1.370 1.018
C -3.086 2.395 0.147
H -3.931 2.571 0.824
H -3.438 1.870 -0.756
H -2.612 3.338 -0.154
C -2.843 0.507 2.277
H -3.486 -0.253 1.805
H -3.452 1.266 2.781
H -2.166 0.005 2.982
C -0.834 2.552 1.928
H -1.467 2.966 2.719
H -0.500 3.333 1.233
H 0.045 2.045 2.363
F 2.694 1.922 3.221
C 1.670 2.695 3.692
F 1.329 2.226 4.909
C 2.064 4.161 3.703
F 3.202 4.361 4.410
F 2.286 4.578 2.425
F 1.073 4.900 4.252
*
```

HOMO-LUMO gap (alpha / beta)	5.8 / 6.0	eV

Atom charges from the Mulliken analysis, given in e for atoms 1 to 5: 0.014 0.229 0.723 0.757 0.474

=====

[4]
Here is 2 unconnected molecules or ions with the total composition C26H45INO9P2S at a distorted geometry from the OMol25 dataset. Energies are from ωB97M-V with the def2-TZVPD basis set.

Geometry as ORCA input:
```
! RIJCOSX wB97M-V def2-TZVPD def2/J DEFGRID3
* xyz 1 1
C 7.352 1.104 -0.594
C 6.438 1.728 -1.660
O 5.370 0.833 -2.110
P 4.448 0.280 -0.955
O 4.282 1.234 0.149
C 2.766 -0.043 -1.605
C 2.752 -0.859 -2.913
C 1.339 -1.332 -3.391
C 0.254 -1.179 -2.356
C -0.653 -0.183 -2.482
I -0.651 1.195 -4.080
C -1.640 -0.033 -1.496
C -2.646 1.085 -1.670
O -2.281 2.235 -1.551
O -3.928 0.832 -1.998
C -1.634 -0.897 -0.418
P -2.871 -0.729 0.990
C -4.576 -1.075 0.375
C -2.717 1.057 1.491
C -1.281 1.594 1.363
C -0.692 -1.909 -0.343
C -0.735 -2.853 0.825
C 0.005 -2.181 2.039
C -0.729 -2.391 3.382
S -0.019 -3.846 4.253
N 0.235 -2.020 -1.308
C 1.237 -3.082 -1.161
C 0.702 -4.503 -1.560
C -0.668 -4.471 -2.197
O -1.651 -4.738 -1.528
O -0.773 -4.176 -3.503
O 5.010 -1.108 -0.342
C 4.234 -1.635 0.738
C 5.086 -1.970 1.978
H 8.370 1.486 -0.640
H 6.953 1.415 0.376
H 7.307 0.016 -0.596
H 7.043 2.040 -2.509
H 5.940 2.611 -1.264
H 2.236 -0.504 -0.770
H 2.317 0.937 -1.785
H 3.137 -0.202 -3.696
H 3.450 -1.699 -2.870
H 1.063 -0.901 -4.345
H 1.410 -2.411 -3.582
H -4.038 -0.117 -2.160
H -4.924 -0.465 -0.454
H -4.621 -2.140 0.131
H -5.244 -0.943 1.229
H -3.458 1.703 1.012
H -2.947 1.082 2.559
H -0.520 0.807 1.370
H -1.045 2.277 2.176
H -1.126 2.168 0.449
H -0.224 -3.794 0.639
H -1.750 -3.118 1.101
H 1.032 -2.550 2.068
H 0.070 -1.106 1.853
H -1.778 -2.598 3.184
H -0.662 -1.496 3.997
H 0.913 -4.276 3.381
H 1.569 -3.155 -0.130
H 2.132 -2.904 -1.744
H 0.729 -5.156 -0.694
H 1.410 -4.933 -2.276
H -1.724 -4.055 -3.649
H 3.744 -2.546 0.370
H 3.424 -0.975 1.062
H 4.750 -1.333 2.798
H 4.873 -2.999 2.266
H 6.144 -1.774 1.816
O -2.349 4.290 2.283
C -3.325 4.884 1.908
O -4.206 5.333 2.812
C -5.309 6.189 2.492
C -6.506 5.399 2.004
C -3.617 5.053 0.434
H -5.005 6.964 1.787
H -5.564 6.698 3.420
H -6.283 4.858 1.083
H -7.351 6.061 1.818
H -6.796 4.657 2.748
H -4.079 4.141 0.057
H -2.675 5.215 -0.084
H -4.256 5.902 0.203
*
```

HOMO-LUMO gap	7.1	eV

Atom charges from the Mulliken analysis, given in e for atoms 1 to 5: -1.000 -0.312 -0.377 0.685 -0.766